Below is the molecule C4H4F2, with properties calculated with wB97M-V/def2-TZVPD.

The total energy is -9646.1310 eV. Its SMILES is C=C(F)C(=C)F. The relative energy (zero: lowest compared OMol25 entry of this formula, charge and spin) is 7.4 kcal/mol. The value obtained for the frontier orbital gap is 9.8 eV. As for the LUMO energy: 0.557 eV. The value obtained for the highest occupied orbital energy is -9.24 eV.

Structure (XYZ):
```
10
Properties=species:S:1:pos:R:3:forces:R:3:lowdin_charge:R:1
C 0.12201 -1.05889 -1.16442 -0.7 1.5 -1.0 0.099
C -0.29622 0.18092 -0.89107 1.4 -0.6 1.1 -0.300
F -0.67897 1.03160 -1.84658 -0.2 -0.2 -0.1 0.080
C -0.15529 0.82508 0.45384 -0.5 -1.4 0.6 -0.307
C 0.22872 0.18578 1.56847 -0.5 1.3 -0.4 0.097
F -0.59213 2.07850 0.47568 0.2 0.5 0.1 0.082
H 0.12063 -1.31363 -2.20484 -0.1 -0.4 -0.4 0.068
H 0.53420 -1.74937 -0.47338 0.1 -0.2 0.6 0.057
H 0.27156 0.67227 2.54364 -0.1 0.0 -0.4 0.077
H 0.44548 -0.85227 1.53866 0.3 -0.6 -0.1 0.049
```
Positions in Å, forces in eV/Å.